No. 1
This record from OMol25 describes a 13-piece molecular cluster, C48H125O42P3S10 overall. The level of theory is ωB97M-V/def2-TZVPD.

CARTESIAN COORDINATES (ANGSTROEM)
O1 2.652 2.623 3.557
S1 1.524 3.310 2.998
O2 0.951 2.892 1.732
O3 0.341 3.128 4.003
C1 0.525 3.353 5.464
C2 -0.477 2.498 6.245
C3 1.977 5.004 2.939
H1 0.493 4.422 5.552
H2 1.537 3.018 5.750
H3 -1.545 2.645 5.860
H4 -0.560 2.697 7.290
H5 -0.125 1.456 6.183
H6 2.791 4.921 2.264
H7 2.350 5.375 3.894
H8 1.164 5.673 2.533
O4 -4.389 -2.403 -2.992
S2 -4.160 -0.969 -3.198
O5 -2.823 -0.519 -3.483
O6 -5.079 -0.433 -4.451
C4 -4.903 -1.194 -5.770
C5 -3.718 -0.676 -6.509
C6 -4.826 -0.064 -1.812
H9 -5.838 -1.028 -6.327
H10 -4.696 -2.213 -5.482
H11 -2.785 -1.012 -6.062
H12 -3.686 0.435 -6.615
H13 -3.682 -1.066 -7.526
H14 -5.887 -0.328 -1.754
H15 -4.673 0.950 -2.144
H16 -4.194 -0.337 -0.980
O7 -0.015 4.867 0.283
S3 0.281 6.190 -0.165
O8 -0.463 6.790 -1.229
O9 0.126 7.130 1.108
C7 -1.120 7.022 1.844
C8 -1.306 8.110 2.849
C9 2.001 6.172 -0.474
H17 -1.101 6.071 2.297
H18 -1.859 7.096 1.051
H19 -0.579 8.104 3.675
H20 -2.330 7.996 3.137
H21 -1.109 9.054 2.352
H22 2.339 7.215 -0.431
H23 2.237 5.786 -1.465
H24 2.450 5.596 0.339
O10 -5.887 0.432 1.224
S4 -5.160 -0.354 2.150
O11 -5.425 -1.757 2.322
O12 -3.665 -0.175 1.640
C10 -2.611 -0.758 2.484
C11 -1.789 0.324 3.146
C12 -5.259 0.369 3.731
H25 -1.993 -1.343 1.791
H26 -3.086 -1.462 3.288
H27 -1.509 1.093 2.381
H28 -0.946 -0.044 3.668
H29 -2.333 0.931 3.896
H30 -4.817 1.391 3.717
H31 -4.837 -0.277 4.463
H32 -6.338 0.438 3.997
O13 -0.344 -2.843 3.766
S5 0.524 -3.973 3.599
O14 1.126 -4.209 2.339
O15 1.709 -3.903 4.577
C13 2.864 -3.173 4.241
C14 3.406 -2.364 5.428
C15 -0.311 -5.369 4.130
H33 2.657 -2.522 3.435
H34 3.600 -3.929 3.992
H35 4.060 -1.618 5.015
H36 3.973 -2.977 6.128
H37 2.582 -1.893 6.018
H38 -1.164 -5.545 3.413
H39 -0.833 -5.165 5.085
H40 0.338 -6.294 4.187
O16 -4.221 -7.681 -0.522
S6 -3.591 -6.560 0.121
O17 -3.088 -6.611 1.480
O18 -2.422 -6.195 -0.958
C16 -1.213 -5.778 -0.375
C17 -1.198 -4.362 0.116
C18 -4.623 -5.083 -0.078
H41 -0.497 -5.802 -1.207
H42 -0.840 -6.592 0.332
H43 -1.575 -3.749 -0.699
H44 -0.151 -4.052 0.124
H45 -1.814 -4.103 1.012
H46 -3.877 -4.332 0.224
H47 -5.499 -5.112 0.583
H48 -4.846 -4.912 -1.107
O19 0.460 -0.643 -1.669
S7 -0.478 -0.299 -0.659
O20 -1.540 -1.215 -0.362
O21 0.356 0.004 0.627
C19 1.125 -1.163 1.186
C20 2.598 -0.771 1.420
C21 -1.072 1.420 -0.856
H49 1.172 -1.972 0.475
H50 0.617 -1.497 2.100
H51 3.124 -1.663 1.697
H52 2.665 0.021 2.177
H53 3.038 -0.443 0.537
H54 -1.768 1.438 -1.751
H55 -0.206 2.016 -1.059
H56 -1.547 1.726 0.086
O22 -3.507 5.237 -1.997
S8 -2.957 4.349 -3.012
O23 -2.967 2.926 -2.715
O24 -3.627 4.631 -4.407
C22 -5.050 4.236 -4.505
C23 -5.115 2.905 -5.195
C24 -1.357 4.820 -3.526
H57 -5.680 4.940 -5.073
H58 -5.503 4.201 -3.504
H59 -4.363 2.859 -5.961
H60 -6.138 2.657 -5.515
H61 -4.825 2.150 -4.478
H62 -1.319 5.941 -3.566
H63 -1.263 4.279 -4.502
H64 -0.531 4.571 -2.863
O25 0.538 -4.326 -2.538
S9 0.679 -3.866 -3.865
O26 1.921 -3.479 -4.396
O27 0.251 -5.056 -4.765
C25 -1.005 -5.771 -4.442
C26 -1.820 -5.873 -5.717
C27 -0.490 -2.681 -4.176
H65 -1.424 -5.243 -3.539
H66 -0.592 -6.719 -4.112
H67 -1.314 -6.595 -6.417
H68 -1.977 -4.935 -6.154
H69 -2.782 -6.402 -5.423
H70 -0.114 -1.733 -3.868
H71 -1.435 -2.887 -3.688
H72 -0.613 -2.711 -5.275
O28 6.262 -2.864 3.609
S10 6.417 -1.559 3.001
O29 5.423 -1.049 2.139
O30 6.495 -0.493 4.266
C28 5.646 0.718 4.374
C29 5.973 1.939 3.533
C30 8.008 -1.491 2.294
H73 5.868 1.031 5.429
H74 4.612 0.392 4.273
H75 5.623 2.813 4.145
H76 5.459 2.006 2.592
H77 7.008 2.066 3.352
H78 8.389 -0.460 2.331
H79 7.803 -1.733 1.231
H80 8.805 -2.049 2.817
C31 5.827 -9.927 -1.573
C32 6.235 -9.036 -0.415
O31 5.383 -7.876 -0.425
P1 5.638 -6.722 -1.480
O32 7.010 -6.669 -1.906
O33 4.546 -6.979 -2.622
C33 4.653 -5.928 -3.668
C34 3.995 -6.374 -4.934
O34 5.214 -5.412 -0.734
C35 3.799 -4.956 -0.557
C36 3.836 -3.487 -0.522
H81 4.796 -10.315 -1.469
H82 5.889 -9.341 -2.521
H83 6.463 -10.836 -1.830
H84 6.078 -9.587 0.528
H85 7.297 -8.756 -0.477
H86 4.153 -5.085 -3.206
H87 5.673 -5.589 -3.845
H88 3.065 -6.856 -4.709
H89 3.914 -5.472 -5.464
H90 4.667 -7.126 -5.357
H91 3.121 -5.346 -1.334
H92 3.493 -5.320 0.419
H93 4.332 -3.185 -1.465
H94 2.799 -3.129 -0.619
H95 4.439 -3.063 0.272
C37 -0.606 1.208 -5.606
C38 0.509 1.201 -4.625
O35 0.742 2.501 -4.212
P2 2.042 3.034 -3.551
O36 1.937 4.396 -3.062
O37 3.093 2.600 -4.761
C39 4.500 2.675 -4.645
C40 5.211 1.505 -5.243
O38 2.416 1.966 -2.468
C41 2.305 2.304 -1.027
C42 3.693 2.437 -0.481
H96 -1.507 1.475 -5.052
H97 -0.486 2.008 -6.320
H98 -0.857 0.234 -6.066
H99 0.233 0.581 -3.806
H100 1.454 0.884 -5.096
H101 4.901 3.584 -5.092
H102 4.867 2.712 -3.665
H103 4.795 0.582 -4.893
H104 4.850 1.485 -6.252
H105 6.307 1.400 -5.164
H106 1.822 3.292 -0.892
H107 1.722 1.489 -0.599
H108 3.833 2.250 0.611
H109 4.335 1.736 -0.995
H110 4.082 3.406 -0.813
C43 -7.595 5.289 4.065
C44 -6.392 4.535 3.476
O39 -5.244 5.152 4.137
P3 -3.820 4.502 3.744
O40 -3.730 3.062 4.026
O41 -3.431 4.870 2.276
C45 -3.172 3.890 1.205
C46 -4.440 3.503 0.431
O42 -2.830 5.445 4.573
C47 -2.858 5.445 6.055
C48 -1.550 6.114 6.515
H111 -8.509 4.858 3.595
H112 -7.648 5.034 5.153
H113 -7.561 6.418 3.933
H114 -6.549 3.380 3.556
H115 -6.283 4.812 2.405
H116 -2.387 4.418 0.674
H117 -2.797 2.961 1.701
H118 -4.196 2.985 -0.519
H119 -5.000 2.831 1.096
H120 -4.907 4.430 0.104
H121 -3.723 6.129 6.307
H122 -3.049 4.492 6.559
H123 -0.749 5.443 6.312
H124 -1.339 7.010 5.960
H125 -1.590 6.297 7.578

Values from the calculation:
* E_tot: -274019.406 eV
* relative energy (zero: lowest compared OMol25 entry of this formula, charge and spin): 0.0 kcal/mol
* E_LUMO: 0.0 eV

Results of the Löwdin charge analysis, in e, for atoms 1 through 99: O -0.292; S 0.552; O -0.267; O -0.252; C -0.206; C -0.047; C -0.101; H 0.078; H 0.118; H 0.090; H 0.065; H 0.088; H 0.046; H 0.084; H 0.074; O -0.309; S 0.621; O -0.300; O -0.294; C -0.182; C -0.093; C -0.084; H 0.128; H 0.099; H 0.049; H 0.089; H 0.084; H 0.090; H 0.045; H 0.056; O -0.293; S 0.567; O -0.254; O -0.275; C -0.259; C -0.044; C -0.105; H 0.083; H 0.129; H 0.084; H 0.079; H 0.084; H 0.086; H 0.051; H 0.051; O -0.282; S 0.535; O -0.285; O -0.264; C -0.234; C -0.063; C -0.134; H 0.086; H 0.147; H 0.078; H 0.060; H 0.063; H 0.040; H 0.060; H 0.092; O -0.270; S 0.507; O -0.263; O -0.236; C -0.241; C -0.029; C -0.130; H 0.074; H 0.129; H 0.037; H 0.083; H 0.097; H 0.088; H 0.086; H 0.108; O -0.293; S 0.632; O -0.296; O -0.255; C -0.312; C -0.089; C -0.087; H 0.094; H 0.142; H 0.067; H 0.064; H 0.090; H 0.051; H 0.083; H 0.056; O -0.263; S 0.553; O -0.273; O -0.288; C -0.162; C -0.052; C -0.052; H 0.084; H 0.090

No. 2
This record from OMol25 describes C23H21InN4O8 as an isolated structure. The level of theory is ωB97M-V/def2-TZVPD.

CARTESIAN COORDINATES (ANGSTROEM)
In1 -0.997 -0.647 0.238
O1 -2.968 2.517 -0.927
C1 -1.692 1.909 -0.800
O2 -1.686 0.653 -1.223
C2 -0.835 2.761 -1.692
O3 0.424 2.188 -1.894
C3 1.284 2.561 -0.909
C4 -0.231 2.648 1.022
O4 -0.434 4.039 1.083
O5 -1.343 1.882 0.645
H1 -3.378 1.748 -1.363
H2 -1.421 2.772 -2.575
H3 -0.751 3.725 -1.183
H4 2.260 2.136 -1.105
H5 1.334 3.659 -0.892
O6 5.500 -2.756 -1.779
C5 5.431 -1.680 -1.099
O7 6.339 -1.042 -0.518
C6 3.940 -1.209 -0.708
C7 3.591 -0.119 0.056
C8 2.207 0.005 0.304
N1 1.238 -0.735 -0.275
C9 1.621 -1.711 -1.158
C10 2.941 -1.926 -1.360
C11 0.518 -2.432 -1.836
C12 0.762 -3.280 -2.893
C13 -0.275 -3.914 -3.564
C14 -1.551 -3.623 -3.180
C15 -1.767 -2.776 -2.115
N2 -0.748 -2.213 -1.453
C16 1.730 1.212 1.089
C17 2.259 1.415 2.320
C18 2.075 2.637 3.118
C19 0.979 3.395 3.087
C20 -0.284 3.236 2.317
N3 0.949 2.185 0.437
H6 4.296 0.554 0.461
H7 3.298 -2.774 -1.928
H8 1.769 -3.478 -3.153
H9 0.030 -4.689 -4.300
H10 -2.410 -3.996 -3.702
H11 -2.741 -2.471 -1.790
H12 2.919 0.675 2.807
H13 2.945 2.878 3.731
H14 0.918 4.188 3.803
H15 -1.220 3.295 2.823
N4 -5.128 -1.571 1.412
C21 -3.835 -1.241 1.226
O8 -3.311 -1.378 0.136
C22 -3.020 -0.888 2.463
C23 -1.496 -1.168 2.286
H16 -5.717 -1.797 0.644
H17 -5.588 -1.379 2.325
H18 -3.348 -1.434 3.338
H19 -3.174 0.173 2.657
H20 -1.210 -2.205 2.568
H21 -0.993 -0.513 2.977

Values from the calculation:
* E_tot: -51704.439 eV
* relative energy (zero: lowest compared OMol25 entry of this formula, charge and spin): 78.5 kcal/mol
* E_LUMO: -0.9 eV

Atom-resolved charges from Löwdin, all expressed in e: In 1.039; O 0.058; C -0.667; O -0.116; C -0.096; O -0.031; C -0.170; C -0.500; O 0.096; O 0.025; H 0.114; H 0.143; H 0.142; H 0.150; H 0.154; O -0.069; C -0.620; O -0.037; C -0.039; C 0.074; C -0.176; N 0.101; C -0.163; C 0.043; C -0.173; C 0.018; C -0.026; C -0.044; C -0.074; N 0.065; C -0.161; C -0.002; C -0.056; C -0.013; C -0.104; N 0.061; H 0.122; H 0.116; H 0.111; H 0.136; H 0.110; H 0.103; H 0.130; H 0.114; H 0.101; H 0.152; N 0.184; C -0.513; O -0.008; C -0.177; C -0.200; H 0.108; H 0.139; H 0.109; H 0.121; H 0.062; H 0.034

No. 3
This record from OMol25 describes one molecule with the formula C24H25N5O3S. The level of theory is ωB97M-V/def2-TZVPD.

CARTESIAN COORDINATES (ANGSTROEM)
C1 1.445 0.171 5.755
O1 2.065 -0.655 4.798
C2 1.595 -0.648 3.526
C3 2.282 -1.461 2.620
C4 1.892 -1.530 1.302
C5 0.800 -0.785 0.872
N1 0.391 -0.834 -0.477
C6 -0.750 -1.369 -1.007
C7 -1.704 -2.194 -0.220
C8 -1.056 -3.510 0.079
C9 -0.462 -3.948 1.237
C10 0.061 -5.228 0.977
C11 -0.226 -5.518 -0.329
N2 -0.896 -4.471 -0.876
C12 -1.398 -4.410 -2.220
N3 -0.797 -1.131 -2.288
N4 0.296 -0.430 -2.633
C13 1.011 -0.262 -1.553
S1 2.541 0.561 -1.416
C14 2.218 1.944 -2.572
C15 1.429 2.998 -1.808
O2 1.954 3.988 -1.351
N5 0.123 2.661 -1.665
C16 -0.849 3.261 -0.857
C17 -0.655 4.441 -0.157
C18 -1.674 4.956 0.628
C19 -2.887 4.301 0.714
C20 -3.095 3.117 0.020
C21 -2.084 2.587 -0.763
O3 -2.166 1.415 -1.469
C22 -3.417 0.786 -1.600
C23 0.115 0.029 1.759
C24 0.507 0.099 3.083
H1 1.999 0.015 6.680
H2 1.504 1.227 5.473
H3 0.398 -0.108 5.910
H4 3.124 -2.029 2.979
H5 2.423 -2.156 0.603
H6 -2.617 -2.324 -0.804
H7 -1.940 -1.695 0.721
H8 -0.413 -3.411 2.164
H9 0.585 -5.855 1.670
H10 0.000 -6.392 -0.908
H11 -1.159 -3.448 -2.678
H12 -0.944 -5.207 -2.807
H13 -2.484 -4.542 -2.235
H14 1.693 1.535 -3.433
H15 3.193 2.338 -2.851
H16 -0.212 1.828 -2.137
H17 0.292 4.946 -0.234
H18 -1.515 5.876 1.168
H19 -3.684 4.703 1.321
H20 -4.046 2.616 0.098
H21 -3.242 -0.050 -2.276
H22 -4.160 1.464 -2.031
H23 -3.781 0.410 -0.638
H24 -0.719 0.623 1.412
H25 -0.039 0.744 3.753

Values from the calculation:
* E_tot: -49721.941 eV
* structure (SMILES): COc1ccc(-n2c(Cc3cccn3C)nnc2SCC(=O)Nc2ccccc2OC)cc1
* relative energy (zero: lowest compared OMol25 entry of this formula, charge and spin): 3.3 kcal/mol
* E_LUMO: 0.6 eV

Atom-resolved charges from Löwdin, all expressed in e: C -0.083; O -0.077; C -0.269; C 0.016; C -0.015; C -0.250; N 0.055; C -0.304; C -0.037; C -0.250; C -0.058; C -0.088; C -0.100; N -0.111; C -0.014; N 0.063; N 0.034; C -0.627; S 1.005; C -0.338; C -0.540; O 0.070; N 0.146; C -0.142; C -0.004; C -0.089; C -0.096; C -0.028; C -0.216; O -0.115; C -0.082; C 0.009; C -0.001; H 0.094; H 0.098; H 0.096; H 0.123; H 0.128; H 0.121; H 0.123; H 0.102; H 0.089; H 0.111; H 0.072; H 0.092; H 0.097; H 0.077; H 0.084; H 0.113; H 0.102; H 0.101; H 0.100; H 0.103; H 0.083; H 0.101; H 0.094; H 0.123; H 0.107

No. 4
This record from OMol25 describes C20H12Cl5F5N3O3RuTe as an isolated structure. The level of theory is ωB97M-V/def2-TZVPD.

CARTESIAN COORDINATES (ANGSTROEM)
Ru1 0.109 -0.620 -0.086
C1 -0.130 2.429 2.922
C2 0.207 1.223 2.115
N1 -0.494 0.946 0.991
N2 -1.405 1.711 0.474
C3 -1.873 1.271 -0.689
O1 -1.447 0.158 -1.174
C4 -2.887 2.069 -1.361
C5 -3.471 3.153 -0.699
C6 -4.422 3.921 -1.341
C7 -4.801 3.617 -2.641
C8 -4.204 2.557 -3.308
C9 -3.257 1.774 -2.675
C10 1.206 0.289 2.413
C11 2.114 0.408 3.498
C12 3.045 -0.567 3.718
C13 3.072 -1.694 2.875
C14 2.186 -1.759 1.820
N3 1.294 -0.809 1.567
H1 -0.902 2.990 2.404
H2 0.744 3.060 3.064
H3 -0.504 2.132 3.901
H4 -3.174 3.373 0.315
H5 -4.874 4.755 -0.825
H6 -5.561 4.210 -3.133
H7 -4.484 2.334 -4.327
H8 -2.792 0.944 -3.187
H9 2.063 1.288 4.117
H10 3.756 -0.477 4.524
H11 3.787 -2.485 3.028
H12 2.195 -2.601 1.139
Cl1 -4.410 -6.242 -1.116
C15 -3.129 -5.120 -1.050
C16 -3.070 -4.168 -0.024
Cl2 -4.315 -4.097 1.149
C17 -2.009 -3.284 0.030
Cl3 -1.929 -2.080 1.261
C18 -0.951 -3.298 -0.925
O2 0.059 -2.534 -0.849
C19 -1.066 -4.254 -1.982
Cl4 0.152 -4.258 -3.168
C20 -2.129 -5.144 -2.029
Cl5 -2.220 -6.276 -3.306
F1 2.592 -1.318 -0.965
Te1 2.276 0.318 -1.994
F2 4.126 0.695 -1.603
F3 2.078 1.523 -3.482
F4 3.120 -0.754 -3.345
F5 0.704 -0.604 -2.700
O3 1.586 1.346 -0.749

Values from the calculation:
* E_tot: -117620.749 eV
* relative energy (zero: lowest compared OMol25 entry of this formula, charge and spin): 53.6 kcal/mol
* spin multiplicity: 2
* E_LUMO (alpha / beta): -2.4 / -2.2 eV

Atom-resolved charges from Löwdin, all expressed in e: Ru 1.410; C -0.002; C -0.231; N -0.129; N 0.087; C -0.383; O -0.130; C -0.144; C -0.019; C -0.072; C -0.070; C -0.067; C 0.000; C -0.186; C 0.015; C -0.031; C -0.015; C -0.104; N -0.039; H 0.073; H 0.093; H 0.097; H 0.106; H 0.105; H 0.106; H 0.107; H 0.123; H 0.116; H 0.116; H 0.113; H 0.123; Cl 0.688; C -0.729; C -0.715; Cl 0.698; C -0.586; Cl 0.761; C -0.475; O -0.251; C -0.619; Cl 0.763; C -0.710; Cl 0.702; F -0.412; Te 1.823; F -0.391; F -0.383; F -0.378; F -0.415; O -0.538

No. 5
This record from OMol25 describes one molecule with the formula C4H8N2O2. The level of theory is ωB97M-V/def2-TZVPD.

CARTESIAN COORDINATES (ANGSTROEM)
C1 0.200 -1.207 1.469
C2 -0.437 -1.250 0.113
C3 -0.929 -0.187 -0.571
N1 -1.810 -0.291 -1.606
O1 -0.429 1.077 -0.333
C4 0.986 1.056 -0.560
N2 1.571 2.010 0.215
O2 1.594 0.455 -1.426
H1 1.239 -1.545 1.400
H2 0.183 -0.208 1.913
H3 -0.326 -1.882 2.152
H4 -0.726 -2.244 -0.220
H5 -2.277 0.578 -1.837
H6 -2.388 -1.122 -1.601
H7 2.540 2.223 0.028
H8 1.009 2.536 0.865

Values from the calculation:
* E_tot: -11352.723 eV
* structure (SMILES): C/C=C(/N)OC(N)=O
* relative energy (zero: lowest compared OMol25 entry of this formula, charge and spin): 32.0 kcal/mol
* E_LUMO: 0.8 eV

Atom-resolved charges from Löwdin, all expressed in e: C -0.106; C -0.117; C -0.437; N 0.132; O 0.046; C -0.548; N 0.182; O 0.100; H 0.072; H 0.070; H 0.070; H 0.102; H 0.104; H 0.103; H 0.118; H 0.109

No. 6
This record from OMol25 describes a 2-piece molecular cluster, C4H14N2O overall. The level of theory is ωB97M-V/def2-TZVPD.

CARTESIAN COORDINATES (ANGSTROEM)
C1 -0.951 -0.313 0.490
C2 0.367 0.344 -0.248
C3 0.157 1.856 -0.094
C4 2.283 2.991 -0.017
N1 1.313 2.581 -0.804
N2 -0.689 -1.841 0.313
H1 -1.112 0.018 1.562
H2 -1.851 -0.004 0.037
H3 1.340 0.094 0.222
H4 0.237 0.092 -1.305
H5 -0.793 2.221 -0.446
H6 0.065 2.040 0.959
H7 2.355 2.597 1.026
H8 3.012 3.744 -0.419
H9 1.144 2.733 -1.838
H10 0.299 -1.975 0.816
H11 -0.465 -2.085 -0.670
H12 -1.518 -2.429 0.536
H13 -2.745 -4.377 0.244
H14 -1.181 -4.801 0.141
O1 -1.787 -4.039 0.223

Values from the calculation:
* E_tot: -9384.756 eV
* total charge: +2
* relative energy (zero: lowest compared OMol25 entry of this formula, charge and spin): 41.7 kcal/mol
* E_LUMO: -8.4 eV

Atom-resolved charges from Löwdin, all expressed in e: C -0.082; C -0.132; C -0.155; C 0.215; N 0.076; N 0.133; H 0.155; H 0.108; H 0.130; H 0.123; H 0.137; H 0.122; H 0.149; H 0.151; H 0.217; H 0.228; H 0.161; H 0.104; H 0.137; H 0.096; O -0.073